C27H24Cl2I2N6OSTi | ωB97M-V/def2-TZVPD

**Spin multiplicity**: 1
**Calculated total energy**: -114576.973 eV
**Lowest unoccupied orbital energy (spin up / spin down)**: 0.1 / 0.1 eV
**HOMO-LUMO gap (spin up / spin down)**: 6.1259 / 6.1609 eV
**Relative energy (zero: lowest compared OMol25 entry of this formula, charge and spin)**: 0.044 eV

Last column: Mulliken charge in e.
Positions of all 64 atoms, in Å:
Ti 0.13 0.32 -0.16  -0.52
I -3.84 2.93 5.66  0.07
C -3.15 2.31 3.79  -0.37
C -3.84 1.35 3.08  -0.33
C -3.35 0.93 1.85  -0.14
I -4.35 -0.56 0.79  0.02
C -2.17 1.45 1.31  -0.06
O -1.69 1.01 0.16  -0.30
C -1.48 2.42 2.06  0.86
C -0.19 2.96 1.51  -1.01
N 0.81 1.90 1.28  0.03
C 1.35 1.32 2.51  -0.61
C 0.45 0.21 2.96  0.62
C 0.14 -0.03 4.29  -1.08
C -0.73 -1.06 4.60  -0.41
C -1.25 -1.83 3.57  -0.95
C -0.86 -1.54 2.27  -0.37
N -0.03 -0.54 1.97  0.59
C -1.97 2.85 3.28  -0.61
H -4.75 0.92 3.47  0.39
H 0.21 3.72 2.18  0.50
H -0.37 3.43 0.54  0.26
H 1.59 2.30 0.75  0.30
H 1.48 2.07 3.30  0.49
H 2.33 0.90 2.27  0.06
H 0.55 0.61 5.06  0.49
H -1.02 -1.25 5.62  0.43
H -1.94 -2.64 3.76  0.46
H -1.22 -2.13 1.43  0.55
H -1.42 3.59 3.85  0.45
N 2.64 -3.22 0.33  -0.54
C 2.07 -2.04 -0.11  0.55
S 0.42 -2.08 -0.67  -0.50
N 2.80 -0.97 -0.07  -1.51
N 2.09 0.14 -0.46  2.08
C 2.78 1.18 -1.00  0.25
C 4.26 1.20 -1.10  -0.48
C 5.07 1.05 0.02  -0.18
C 6.45 1.09 -0.08  -0.83
C 7.05 1.28 -1.32  -0.44
C 6.26 1.42 -2.45  -0.84
C 4.87 1.37 -2.34  -0.06
C 1.94 2.15 -1.54  0.22
C 2.36 3.39 -2.13  -1.06
C 1.44 4.25 -2.63  -0.95
C 0.05 3.93 -2.54  -0.94
C -0.31 2.77 -1.94  -0.93
N 0.59 1.86 -1.45  1.52
H 2.22 -4.06 -0.02  0.25
H 3.65 -3.21 0.32  0.26
H 4.60 0.89 0.99  0.29
H 7.06 0.97 0.80  0.42
H 8.13 1.31 -1.41  0.39
H 6.71 1.55 -3.42  0.39
H 4.25 1.46 -3.23  0.52
H 3.42 3.62 -2.16  0.62
H 1.76 5.18 -3.08  0.44
H -0.70 4.60 -2.92  0.50
H -1.35 2.50 -1.80  0.58
Cl 1.06 -0.59 -3.94  -0.13
C -0.52 0.18 -4.02  -0.05
Cl -1.59 -0.24 -2.66  -0.05
H -1.02 -0.15 -4.93  0.41
H -0.38 1.25 -4.00  0.00